Here is a cluster of 15 separate species, C3H37NO14S2 in total in a non-equilibrium geometry from the Open Molecules 2025 dataset. Energies are from wB97M-V/def2-TZVPD.

Properties
total charge: +1
frontier orbital gap (alpha / beta): 8.425 / 4.065 eV
HOMO level (alpha / beta): -12.376 / -12.374 eV
multiplicity: 2
DFT total energy: -2040.44627 a.u.

Structure (XYZ):
```
57
Properties=species:S:1:pos:R:3:forces:R:3:nbo_charge:R:1
S -0.83556 -1.93954 -4.23273 -0.584 0.356 -1.895 0.17
S -0.73926 -3.47977 -3.07853 0.967 -0.469 1.128 0.39
C 0.64579 -3.30533 -1.73576 -1.912 1.742 1.364 -0.49
C 1.54577 -2.06402 -1.97497 2.200 -1.478 3.539 -0.25
N 1.17636 -0.89269 -1.23068 -1.141 0.946 1.342 -0.64
C -0.23729 -0.42790 -1.17630 -0.798 -3.879 -4.498 -0.44
H -1.37671 -0.82896 -3.67826 0.288 0.281 0.936 0.23
H 0.13946 -3.19882 -0.68399 0.995 -0.471 -2.180 0.29
H 1.03731 -4.28012 -1.91490 0.669 -0.690 0.105 0.26
H 1.68473 -1.86113 -2.97286 0.058 0.477 -2.497 0.20
H 2.67949 -2.33524 -1.58807 -2.859 0.380 -0.854 0.27
H 1.44350 -0.96133 -0.26450 0.767 -0.315 0.173 0.38
H -0.37789 0.16015 -2.09400 -0.343 0.307 0.574 0.20
H -0.62841 0.03881 -0.34511 0.230 1.368 2.040 0.22
H -1.02619 -1.34838 -1.29950 1.676 1.821 0.345 0.15
H 3.18142 0.80847 -0.71385 -0.445 0.375 0.073 0.48
H 1.85606 1.51490 -1.02421 -2.343 -0.350 -0.998 0.47
O 2.68504 1.64551 -0.65396 3.646 -1.276 1.029 -0.95
H 1.93115 1.25592 -3.16305 -0.857 2.792 -1.450 0.46
H 1.55017 1.95308 -4.49336 -0.112 -0.818 -4.019 0.46
O 1.59663 2.13727 -3.61404 1.001 -2.039 5.455 -0.92
H -1.65565 1.95377 -2.87816 -0.050 0.656 -0.480 0.51
H -1.84206 2.01393 -4.42578 1.330 3.520 -4.428 0.47
O -2.00130 1.56305 -3.69106 -1.238 -4.375 5.032 -0.97
H -5.15448 0.28739 -0.90082 -6.107 5.125 -4.481 0.49
H -4.68528 -0.35261 0.57569 -1.514 1.043 -0.640 0.51
O -4.67646 -0.14944 -0.36267 7.709 -6.145 5.216 -1.00
H -2.60448 -3.45243 0.90378 -0.493 -0.306 -0.037 0.51
H -2.35709 -3.79492 -0.59526 -1.370 -1.304 -1.520 0.49
O -2.03117 -3.35356 0.14451 1.056 1.258 1.270 -0.97
H 1.62848 -2.03266 2.84098 -0.764 -0.208 2.191 0.49
H 1.03597 -2.24423 4.33725 -1.955 -1.547 0.762 0.48
O 1.66768 -1.82590 3.82021 2.661 1.800 -2.968 -0.97
H 4.35181 0.02146 1.95187 -0.040 -0.811 -1.269 0.49
H 3.78574 -1.31661 2.16701 0.548 0.210 -1.246 0.47
O 4.17489 -0.79935 1.40838 -0.653 0.620 2.519 -0.96
H 1.42194 2.34872 3.80282 -7.562 5.820 -2.996 0.44
H 1.67975 1.08186 4.10945 0.125 -1.523 0.431 0.47
O 2.09391 1.92329 4.06139 8.768 -4.130 2.773 -0.91
H -2.46372 -0.28485 1.28528 1.072 1.295 1.496 0.48
H -1.79598 1.12168 1.57563 -0.199 0.311 0.267 0.50
O -1.95726 0.25625 1.97988 -1.030 -1.671 -1.903 -0.98
H -0.56225 0.51246 3.38772 0.750 1.577 0.149 0.51
H -0.90934 1.58755 4.29765 -2.880 1.242 2.979 0.48
O -0.26228 1.42481 3.69452 1.293 -3.207 -2.954 -0.97
H -0.23538 -1.59331 1.26741 -0.402 -0.340 0.085 0.48
H -0.57125 -3.04776 1.04937 -4.214 -4.154 -4.021 0.47
O -0.09436 -2.51216 1.52735 5.088 4.859 4.513 -0.94
H 2.06823 3.39923 0.38041 -0.530 0.383 -0.754 0.47
H 2.50242 3.65087 -1.03103 -1.194 0.202 0.481 0.48
O 1.69360 3.72699 -0.46697 0.931 0.730 0.375 -0.95
H -1.79715 3.01417 0.07766 -0.354 0.444 -0.325 0.50
H -2.49924 1.77013 -0.36813 -0.500 1.191 -0.590 0.44
O -2.46082 2.73646 -0.59109 0.765 -1.707 0.630 -0.95
H -1.73270 3.76279 2.40513 -1.967 2.976 3.176 0.49
H -0.44338 2.81436 2.26471 0.211 0.307 1.199 0.51
O -1.24291 3.19768 1.92751 1.607 -3.201 -4.646 -0.99
```
Forces are in eV/Å.

---

Here is a cluster of 16 separate species, C3H38O17 in total in a non-equilibrium geometry from the Open Molecules 2025 dataset. Energies are from wB97M-V/def2-TZVPD.

Properties
frontier orbital gap: 10.002 eV
energy relative to the best compared isomer or geometry (same formula, charge and spin): 6.564 eV
HOMO level: -10.066 eV
DFT total energy: -1416.00920 a.u.

Structure (XYZ):
```
58
Properties=species:S:1:pos:R:3:forces:R:3:nbo_charge:R:1
C -0.84755 -1.23934 0.01189 0.715 0.430 -0.631 -0.09
O 0.02905 -1.98928 0.85020 -0.110 2.278 3.331 -0.76
C 0.10655 -0.74537 -1.08026 1.349 1.393 -0.245 -0.51
C -0.22693 -1.07523 -2.52306 -3.544 0.804 -1.171 -0.07
O 0.09820 0.01794 -3.35319 0.556 1.255 -0.163 -0.77
H -1.51691 -1.98717 -0.44344 0.203 0.405 0.190 0.18
H -1.47077 -0.37892 0.53477 1.388 -1.768 -1.154 0.19
H 0.29672 -1.41715 1.65439 -0.063 -1.230 -1.564 0.51
H 0.25665 0.35443 -0.95197 -0.634 -0.422 -0.466 0.20
H 1.19123 -1.03983 -0.96072 -1.394 -0.426 0.688 0.26
H 0.40095 -1.86693 -2.99674 -1.223 -0.209 0.838 0.21
H -1.49351 -1.13146 -2.67737 3.406 -0.917 0.588 0.16
H -0.28530 0.83835 -2.94183 0.155 -0.583 -0.481 0.51
H 0.86938 0.67346 3.25329 -0.238 -0.671 0.093 0.50
H 1.16996 -0.44349 4.26569 1.111 -0.588 2.493 0.47
O 0.79694 -0.29981 3.44292 -0.983 0.701 -2.865 -1.01
H -1.57008 0.34731 3.02547 0.280 0.403 0.582 0.50
H -1.49416 -0.95382 2.31989 -1.106 0.312 0.949 0.48
O -2.14960 -0.38744 2.80904 0.933 -0.708 -1.011 -0.93
H -4.12742 1.58841 2.13802 -0.931 1.429 1.635 0.46
H -3.17847 0.52641 1.78579 -1.676 0.712 -1.188 0.50
O -3.94001 1.10468 1.36916 2.395 -1.873 -0.207 -1.00
H -0.24740 -4.84489 0.67114 1.164 -0.399 -1.238 0.47
H -0.63562 -3.43174 1.15458 1.975 7.466 -1.007 0.47
O -0.74806 -4.27742 1.20440 -3.386 -8.332 2.424 -0.96
H -1.19526 3.62335 0.90951 -0.686 0.510 0.329 0.48
H -2.12593 2.38363 0.26782 3.667 1.891 1.218 0.52
O -1.13133 2.77965 0.47629 -3.082 -2.296 -1.092 -1.00
H 4.35450 0.18821 1.85138 0.164 2.301 0.181 0.47
H 4.25466 0.16461 0.54809 -0.483 -0.243 -2.867 0.49
O 4.38550 0.89691 1.13027 0.400 -2.131 2.376 -0.95
H 2.89757 0.53035 -3.95394 0.424 0.684 -2.330 0.49
H 1.77664 0.04214 -3.02195 0.039 0.577 -0.726 0.50
O 2.73797 0.25141 -3.09334 -0.499 -1.017 2.823 -0.99
H 0.25351 2.32681 2.01619 -0.688 0.669 -6.597 0.48
H 1.04943 2.71126 3.12423 0.822 0.234 0.434 0.50
O 0.29015 2.19241 2.87730 -0.529 -0.777 6.293 -0.94
H 3.47759 2.40861 1.46878 -2.238 0.742 2.007 0.52
H 2.21128 3.23930 1.38157 -1.514 1.610 -2.291 0.47
O 2.68724 2.81202 2.03673 3.943 -2.038 0.326 -1.01
H 2.18962 -3.83702 -0.91570 -0.562 -0.574 2.570 0.46
H 2.50370 -3.15528 -2.03016 0.057 -0.411 -1.097 0.46
O 2.26586 -4.07664 -1.81156 0.465 1.121 -1.381 -0.92
H 3.25271 -0.65632 -1.84659 1.237 -1.012 1.252 0.53
H 4.19368 -1.83450 -0.94858 -2.259 2.339 -0.691 0.49
O 3.43030 -1.12908 -0.94450 1.588 -1.401 -0.492 -1.05
H -1.81257 2.56459 -2.78920 0.834 -0.992 1.047 0.49
H -1.93072 1.39968 -1.71728 0.758 1.010 -0.877 0.51
O -1.26540 2.02004 -2.15316 -2.005 -0.107 -0.471 -0.97
H 1.74630 2.19391 -0.56413 0.183 1.131 -0.170 0.47
H 0.74336 3.27357 -0.77008 -1.726 0.273 -0.303 0.49
O 1.66509 3.17794 -0.62888 1.405 -1.492 0.401 -0.95
H -4.37193 1.10367 -0.77556 -5.087 5.736 4.228 0.46
H -4.45573 -0.28472 -1.40619 1.518 1.792 0.683 0.51
O -3.89082 0.52235 -1.16345 4.138 -7.114 -5.380 -0.96
H -3.07817 -1.99008 0.08831 -0.013 -0.127 -0.306 0.47
H -4.49742 -1.74639 0.21638 -1.897 0.659 1.517 0.47
O -3.89520 -2.03809 -0.42065 1.282 -1.010 -1.034 -0.93
```
Forces are in eV/Å.